The following is a quantum chemistry calculation of a 10-piece molecular cluster, C29H73F8N2O28P6 overall, from the OMol25 dataset.

```
146
Properties=species:S:1:pos:R:3:forces:R:3:lowdin_charge:R:1
P -0.240090 -1.127419 0.024428 -1.258 -1.461 -1.731 0.320
F 1.013840 -0.378569 0.709388 -0.813 -0.842 0.246 -0.132
F 0.342730 -0.789579 -1.487722 0.394 -0.154 0.702 -0.189
F 0.592490 -2.613539 0.044548 -0.380 1.788 0.025 -0.209
F -1.463240 -1.940929 -0.795622 0.294 0.696 -0.126 -0.214
F -1.086570 -1.597579 1.310558 1.563 0.462 0.596 -0.150
F -1.053380 0.291211 -0.018082 0.355 -0.827 -0.032 -0.150
C -1.517350 -0.475389 4.855888 1.221 -0.448 0.200 -0.062
C -1.612970 0.824801 4.133898 -1.305 2.311 -0.823 -0.438
C -0.318490 1.642631 4.095748 1.192 -1.735 0.178 -0.191
O -0.222170 2.668011 3.115238 -1.539 0.420 0.852 -0.189
C 1.088840 3.116271 3.004188 1.005 -0.558 0.852 -0.121
N -2.123920 0.619961 2.778398 1.058 -0.393 0.429 0.074
H -0.990010 -0.378379 5.804888 -0.244 0.095 0.318 0.070
H -0.836090 -1.086389 4.263728 0.016 -0.382 -0.085 0.069
H -2.449880 -1.026779 4.976158 -0.100 0.371 -0.055 0.087
H -2.324030 1.507441 4.599198 -0.450 -0.085 0.427 0.123
H 0.467070 0.925381 3.857938 0.432 -0.355 -0.161 0.115
H -0.067980 1.942441 5.113318 -0.032 0.802 0.155 0.124
H 1.674210 2.268671 2.647808 0.425 0.318 -0.935 0.086
H 1.570360 3.286901 3.967068 -0.287 0.176 0.681 0.078
H 1.203320 4.080291 2.508538 -0.400 -0.433 -0.695 0.087
H -1.625630 -0.203319 2.471798 -0.393 -0.364 -0.273 0.023
H -1.625770 1.324681 2.253678 -0.530 0.399 -0.559 0.026
C -4.433150 0.754201 -1.708652 -0.410 0.362 0.132 -0.076
C -4.578290 1.036121 -0.195232 -1.012 -0.893 -1.028 -0.358
C -6.093960 1.436011 0.147108 2.327 -0.766 -0.609 -0.218
O -6.080480 1.458091 1.523598 -2.565 1.119 1.379 -0.210
C -7.116770 2.304631 2.120448 0.697 -1.795 0.586 -0.085
N -4.173180 -0.188589 0.544208 -0.224 0.368 -0.247 0.062
H -4.672080 1.670911 -2.247782 0.248 -0.033 -0.490 0.070
H -5.096120 -0.036019 -2.060982 -0.764 0.089 0.298 0.064
H -3.494100 0.299661 -2.024382 0.601 0.728 0.354 0.051
H -3.965230 1.880011 0.121158 0.197 -0.268 0.022 0.101
H -6.697240 0.683221 -0.360302 -0.602 -0.618 0.426 0.106
H -6.472620 2.376901 -0.252192 0.589 0.462 -0.313 0.113
H -8.065000 1.768271 2.155998 -0.428 0.064 -0.806 0.073
H -7.209790 3.322081 1.740658 0.219 -0.174 -0.395 0.069
H -6.920740 2.341451 3.192048 0.699 0.292 -0.045 0.079
H -4.718680 -0.979979 0.234008 -1.094 -0.017 0.034 0.064
H -3.311330 -0.500399 0.119848 0.856 0.473 0.316 0.020
C -3.736090 5.243691 4.535268 -0.291 0.200 1.500 -0.140
O -3.280890 5.154101 3.218168 -0.276 -0.601 -1.017 -0.217
P -3.960460 4.186441 2.092528 1.192 -0.431 -0.114 0.505
O -4.095810 2.742091 2.445788 0.125 3.182 -0.244 -0.199
O -5.296730 4.992271 1.694478 0.018 -0.559 -0.148 -0.244
C -5.339970 6.353931 1.217568 1.076 -0.202 0.371 -0.079
O -2.999580 4.552181 0.840718 -2.764 0.615 1.198 -0.211
C -1.843660 3.851371 0.554768 1.673 -1.051 -0.227 -0.135
H -2.987850 4.916451 5.257168 0.359 -0.179 -0.301 0.084
H -4.631930 4.688091 4.812528 -0.164 -0.310 -0.638 0.087
H -3.948040 6.278771 4.803208 0.019 0.234 -0.325 0.080
H -5.748990 6.423851 0.209638 -0.409 -0.338 0.237 0.087
H -4.327660 6.748721 1.131188 0.069 0.026 0.167 0.081
H -5.879910 6.941531 1.960048 -0.187 -0.010 -0.267 0.086
H -1.833870 2.875321 1.039878 0.051 0.086 0.064 0.064
H -0.984950 4.449951 0.858758 0.042 -0.191 0.054 0.082
H -1.754330 3.689531 -0.519442 -0.234 0.187 0.017 0.071
C 3.650190 1.739171 -7.247612 -0.586 0.513 0.591 -0.137
O 3.568040 0.439461 -6.714572 0.297 -1.585 2.470 -0.238
P 3.756870 0.070151 -5.081452 0.051 0.431 -2.676 0.550
O 3.622450 1.297041 -4.246102 0.194 -1.600 -0.466 -0.223
O 2.718870 -1.160219 -4.943962 1.639 1.219 0.257 -0.206
C 2.834010 -2.015619 -3.760852 -0.100 0.303 -0.065 -0.059
O 5.213860 -0.681219 -5.112602 -1.812 0.269 0.138 -0.211
C 6.345500 0.095491 -5.408872 1.893 0.858 0.810 -0.128
H 2.879520 1.776881 -8.017512 0.301 0.217 -0.210 0.088
H 4.647620 1.974931 -7.618612 0.002 -0.229 -0.253 0.079
H 3.409260 2.477871 -6.483152 -0.060 0.101 0.044 0.076
H 2.008710 -1.740729 -3.104032 0.020 -0.324 -0.026 0.070
H 3.780950 -1.860569 -3.243782 -0.006 0.019 -0.098 0.076
H 2.767570 -3.057189 -4.075182 -0.148 0.210 -0.151 0.094
H 6.166040 1.092431 -5.811372 -0.440 -0.146 -0.164 0.082
H 7.116690 -0.389429 -6.007382 -0.826 -0.602 -0.744 0.087
H 6.951270 0.250041 -4.515972 -0.491 0.233 0.588 0.082
C 0.353750 -10.333859 -0.607922 -0.668 0.410 0.453 -0.104
O 0.785980 -9.198009 -1.361992 0.604 1.335 0.069 -0.228
P 1.037980 -7.766589 -0.635672 1.190 0.150 -0.995 0.501
O 2.142330 -7.770389 0.385058 -2.344 0.186 -1.098 -0.259
O 1.375280 -6.799999 -1.911642 -1.211 -2.931 1.222 -0.229
C 1.826500 -5.469619 -1.880922 0.967 -0.147 -0.417 -0.096
O -0.493210 -7.355819 -0.253602 1.226 -2.130 -1.006 -0.212
C -0.669390 -6.203469 0.479858 0.618 2.237 1.186 -0.136
H -0.734540 -10.337209 -0.668922 -0.052 -0.137 0.246 0.085
H 0.671940 -10.247959 0.431058 -0.002 -0.058 0.027 0.084
H 0.706230 -11.285899 -1.004752 0.380 0.413 -0.364 0.085
H 1.957340 -5.111249 -0.859872 -0.411 0.454 -0.218 0.078
H 1.180800 -4.937009 -2.579132 -0.114 0.547 0.647 0.085
H 2.812450 -5.499609 -2.344732 0.194 0.264 0.069 0.089
H 0.287880 -5.687309 0.552668 0.110 0.113 0.623 0.058
H -1.048220 -6.419619 1.478788 0.024 -0.016 -0.051 0.098
H -1.277990 -5.426759 0.016778 -0.520 -0.535 -0.399 0.096
C 4.123960 -4.467469 6.622278 -0.818 -0.092 -0.436 -0.072
O 3.578260 -3.160739 6.244608 0.691 -0.663 0.047 -0.216
P 2.377230 -3.018159 5.211778 -1.546 0.961 -0.246 0.405
O 1.958830 -1.614089 4.942248 0.763 -1.632 0.584 -0.244
O 2.763920 -3.877669 3.921588 -0.323 0.680 0.404 -0.201
C 2.434430 -3.373509 2.612938 0.524 0.065 -1.739 -0.092
O 1.226390 -3.953339 5.858158 0.000 0.663 0.215 -0.235
C 0.172250 -3.441269 6.722748 0.070 -0.553 -0.013 -0.078
H 3.517290 -5.245889 6.159538 0.156 -0.054 -0.134 0.077
H 4.053830 -4.649289 7.694718 -0.063 0.590 0.048 0.083
H 5.162470 -4.585329 6.312898 -0.138 0.395 -0.159 0.087
H 3.301670 -2.911159 2.141538 0.375 0.061 0.457 0.088
H 1.649020 -2.636859 2.443788 -0.291 -0.108 1.174 0.069
H 2.207070 -4.189409 1.926858 -0.131 -0.441 0.566 0.075
H -0.764420 -3.824689 6.318098 0.011 0.415 -0.212 0.087
H 0.161680 -2.360839 6.866458 0.143 -0.021 -0.591 0.074
H 0.234420 -3.876249 7.720258 0.510 -0.204 -0.011 0.076
C 2.943880 6.315331 -0.559972 0.295 0.555 -0.434 -0.094
O 2.650100 5.209901 -1.439442 -1.579 -0.390 -0.704 -0.232
P 1.175780 5.115921 -2.145042 -1.175 0.537 0.731 0.530
O 0.025410 5.453721 -1.220682 2.194 -0.475 -1.807 -0.260
O 1.359600 6.150591 -3.411992 0.648 -1.367 1.746 -0.247
C 0.318870 6.316171 -4.375452 0.409 -1.200 0.084 -0.098
O 1.026900 3.636141 -2.835592 0.764 1.426 0.711 -0.209
C 0.524480 2.543281 -2.030982 -1.005 0.047 1.403 -0.096
H 2.315520 7.179861 -0.774092 -0.190 -0.136 0.024 0.082
H 3.968210 6.616961 -0.778782 0.017 -0.156 -0.048 0.085
H 2.891030 6.090481 0.505268 -0.312 -0.513 -0.200 0.086
H 0.431970 7.319741 -4.785522 -0.582 -0.036 0.311 0.090
H -0.608450 6.002261 -3.896252 -0.420 0.844 -0.285 0.085
H 0.505470 5.591681 -5.168162 -0.026 0.066 -0.222 0.083
H 0.964450 1.566651 -2.232812 0.222 0.458 -0.643 0.075
H -0.560840 2.450241 -2.069852 -0.039 0.110 -0.840 0.087
H 0.639010 2.723351 -0.962082 0.510 0.203 -0.054 0.078
C 3.281660 0.157071 -1.200042 -0.519 0.137 -1.522 -0.027
C 3.353750 1.683581 -1.133992 -0.173 -1.458 -0.138 -0.377
O 4.668610 1.784541 -0.799332 3.247 2.303 0.784 0.146
C 5.424230 0.874631 -1.393432 1.993 -0.356 -1.469 -0.523
O 6.620820 0.987601 -1.653172 -3.003 -0.633 0.879 0.118
O 4.606560 -0.154589 -1.738452 0.091 -0.057 0.518 0.036
F 2.699630 2.187921 -0.097612 -1.131 0.534 1.000 0.092
H 2.533180 -0.158329 -1.926952 0.246 -0.224 0.306 0.087
H 3.119570 -0.299229 -0.223512 0.135 0.129 -0.096 0.136
H 3.173480 2.258121 -2.042562 -0.354 -0.227 -0.056 0.142
C -1.963580 -1.912069 -3.730182 0.124 0.967 1.856 -0.077
C -1.375540 -3.250819 -3.372322 -1.147 1.575 0.617 -0.374
O -0.276570 -3.200249 -4.149522 3.031 -1.175 -1.667 0.113
C -0.490690 -2.448499 -5.278512 -0.309 1.183 -0.104 -0.530
O 0.170070 -2.347749 -6.257012 0.419 -0.934 0.316 0.181
O -1.568190 -1.677229 -5.066722 -0.984 -0.689 -0.519 0.095
F -2.161530 -4.258179 -3.804852 -0.849 -1.183 -0.241 0.079
H -1.351920 -1.183019 -3.198702 -0.550 0.058 0.746 0.122
H -3.012410 -1.830299 -3.444922 -0.025 0.204 -0.811 0.144
H -1.179180 -3.363299 -2.306072 0.317 -0.081 -0.286 0.149
```
Positions in Å, forces in eV/Å.

Output
Lowest unoccupied orbital energy = 2.3 eV
Energy above the lowest of the compared OMol25 structures with the same formula, charge and spin = 0.806 eV
HOMO-LUMO gap = 8.0 eV
Charge = -1
Total energy = -169055.99742 eV